1.
Molecular formula: C10H16
Method: DFT, ωB97M-V/def2-TZVPD

Output
relative energy (zero: lowest compared OMol25 entry of this formula, charge and spin) = 18.1 kcal per mole
energy = -390.607052 a.u.
orbital gap = 10.001 eV
SMILES = Cc1ccccc1.CCC
HOMO level = -8.98 eV
maximum force = 2.57 eV/A

Each line ends with the natural charge from an NBO analysis.
Element x y z (Å)
C: -3.3308 -1.3249 0.2364  -0.628
C: -2.3538 -0.2260 -0.0671  -0.019
C: -2.2826 0.9807 0.6121  -0.211
C: -1.2507 1.8688 0.3764  -0.212
C: -0.2711 1.6017 -0.5628  -0.216
C: -0.3574 0.4281 -1.3374  -0.218
C: -1.4413 -0.3888 -1.1169  -0.206
H: -4.2025 -0.9098 0.7495  0.216
H: -2.9253 -2.0077 0.9873  0.224
H: -3.6382 -1.8103 -0.6850  0.220
H: -2.9306 1.2840 1.4304  0.208
H: -1.1792 2.8052 0.9115  0.208
H: 0.5128 2.3416 -0.6727  0.208
H: 0.5146 0.3277 -1.9720  0.223
H: -1.5128 -1.2909 -1.7071  0.203
C: 2.7497 -1.7939 -0.0938  -0.616
C: 3.8228 -0.7643 0.3429  -0.410
C: 3.1844 0.3994 1.0695  -0.609
H: 1.7392 -1.4943 0.1915  0.209
H: 2.8064 -2.7201 0.4726  0.203
H: 2.7674 -2.1013 -1.1409  0.205
H: 4.5370 -1.3169 0.9365  0.200
H: 4.3493 -0.4752 -0.5173  0.201
H: 2.3425 0.1067 1.7045  0.205
H: 3.8959 0.8538 1.7698  0.205
H: 2.8047 1.2248 0.4817  0.208

Forces on atoms 1 to 6 (eV/Å):
-0.3 0.8 0.6
0.3 0.6 -0.7
0.0 0.2 0.9
0.5 0.3 -0.5
-0.4 -0.3 0.0
0.6 2.2 1.1

=====

2.
Molecular formula: C27H30N2O5S
Method: DFT, ωB97M-V/def2-TZVPD

Output
relative energy (zero: lowest compared OMol25 entry of this formula, charge and spin) = 0.3 kcal per mole
energy = -1930.793930 a.u.
orbital gap = 8.858 eV
SMILES = CC(C)CCNC(=O)[C@@H](c1ccc(O)cc1)N(Cc1cccs1)C(=O)[C@H]1COc2ccccc2O1
HOMO level = -8.37 eV
maximum force = 0.86 eV/A

Each line ends with the natural charge from an NBO analysis.
Element x y z (Å)
C: -0.4888 -1.0906 -5.9478  -0.606
C: -0.1827 -0.3601 -4.6423  -0.212
C: 0.3492 1.0415 -4.9335  -0.600
C: -1.4236 -0.2621 -3.7467  -0.414
C: -1.7981 -1.5749 -3.0554  -0.221
N: -0.8356 -1.9179 -2.0301  -0.616
C: -1.0205 -1.5689 -0.7494  0.722
O: -2.0840 -1.2332 -0.2696  -0.658
C: 0.2002 -1.7837 0.1859  -0.159
C: 1.4617 -2.2486 -0.4902  -0.012
C: 2.2120 -1.3956 -1.2947  -0.228
C: 3.3643 -1.8418 -1.9140  -0.281
C: 3.7910 -3.1537 -1.7407  0.307
O: 4.9157 -3.6351 -2.3289  -0.660
C: 3.0448 -4.0136 -0.9398  -0.270
C: 1.8965 -3.5601 -0.3235  -0.190
N: 0.3940 -0.5594 0.9682  -0.423
C: 0.7572 -0.7452 2.3593  -0.249
C: -0.4239 -0.6387 3.2743  -0.197
C: -1.7408 -0.8062 2.9804  -0.298
C: -2.5808 -0.5973 4.1006  -0.242
C: -1.8900 -0.2812 5.2226  -0.412
S: -0.1934 -0.2253 4.9425  0.424
C: 0.1434 0.6139 0.3635  0.699
O: -0.0284 0.6837 -0.8458  -0.653
C: -0.0307 1.9129 1.1465  -0.006
C: -1.5455 2.1860 1.1923  -0.094
O: -1.8077 3.4466 1.7563  -0.476
C: -1.1190 3.6666 2.9201  0.204
C: -1.5523 4.6737 3.7735  -0.228
C: -0.8979 4.9047 4.9676  -0.221
C: 0.1905 4.1252 5.3258  -0.228
C: 0.6425 3.1354 4.4753  -0.246
C: 0.0003 2.9077 3.2650  0.288
O: 0.5093 1.9278 2.4454  -0.521
H: 0.4045 -1.1564 -6.5653  0.207
H: -0.8454 -2.1007 -5.7616  0.203
H: -1.2523 -0.5555 -6.5086  0.202
H: 0.5998 -0.9123 -4.1087  0.181
H: -0.4051 1.6332 -5.4476  0.202
H: 0.6074 1.5451 -4.0053  0.214
H: 1.2359 0.9949 -5.5624  0.202
H: -1.2365 0.4709 -2.9603  0.234
H: -2.2708 0.0817 -4.3425  0.202
H: -2.7621 -1.4662 -2.5549  0.233
H: -1.8552 -2.4018 -3.7678  0.191
H: 0.1150 -2.0569 -2.3397  0.405
H: -0.1303 -2.5530 0.8942  0.233
H: 1.8847 -0.3791 -1.4447  0.246
H: 3.9370 -1.1673 -2.5368  0.210
H: 5.3410 -2.9414 -2.8476  0.481
H: 3.3846 -5.0286 -0.8118  0.228
H: 1.3268 -4.2382 0.2953  0.213
H: 1.5120 -0.0098 2.6449  0.241
H: 1.2194 -1.7356 2.4461  0.218
H: -2.1071 -1.0588 1.9993  0.263
H: -3.6521 -0.6801 4.0615  0.225
H: -2.2644 -0.0759 6.2054  0.235
H: 0.4363 2.7107 0.5456  0.208
H: -1.9599 2.1911 0.1840  0.223
H: -2.0270 1.3965 1.7843  0.198
H: -2.4096 5.2567 3.4773  0.225
H: -1.2445 5.6879 5.6239  0.215
H: 0.6944 4.2924 6.2650  0.214
H: 1.4946 2.5240 4.7264  0.221

Forces on atoms 1 to 6 (eV/Å):
0.2 0.0 0.3
-0.2 0.2 -0.1
0.1 -0.3 0.1
0.2 -0.3 0.1
-0.3 0.2 -0.1
0.2 -0.2 -0.4

=====

3.
Molecular formula: CH6FN4
Method: DFT, ωB97M-V/def2-TZVPD

Output
relative energy (zero: lowest compared OMol25 entry of this formula, charge and spin) = 50.4 kcal per mole
energy = -360.161920 a.u.
orbital gap (spin up / spin down) = 6.591 / 6.651 eV
total charge = +1
HOMO level (spin up / spin down) = -13.79 / -13.82 eV
maximum force = 4.11 eV/A

Each line ends with the natural charge from an NBO analysis.
Element x y z (Å)
C: 0.1974 -0.3792 -0.6104  0.301
N: 2.0571 0.6853 0.1449  -0.275
N: 0.8369 0.7038 -0.0585  0.036
N: -1.1137 -0.3050 -0.4989  -0.335
N: -1.6542 -0.2922 0.7389  -0.561
F: 0.8258 -1.7156 0.4124  -0.565
H: 0.7602 -0.7247 -1.5991  0.290
H: 2.3942 1.5534 0.4701  0.423
H: -1.6593 -0.7660 -1.3408  0.447
H: 2.7108 -0.1204 0.1176  0.444
H: -1.1146 -0.0586 1.5509  0.404
H: -2.4728 0.2351 0.8151  0.390

Forces on atoms 1 to 6 (eV/Å):
2.3 -3.1 -1.3
-0.7 -0.9 -0.2
1.2 0.8 1.3
-0.6 -1.4 -3.6
-0.5 -0.5 0.8
-0.5 2.0 -1.3

=====

4.
Molecular formula: C38H43As3Br3ClNO3SbSe4W
Method: DFT, ωB97M-V/def2-TZVPD

Output
relative energy (zero: lowest compared OMol25 entry of this formula, charge and spin) = 25.7 kcal per mole
energy = -26556.939742 a.u.
orbital gap (spin up / spin down) = 5.714 / 5.715 eV
HOMO level (spin up / spin down) = -7.37 / -7.37 eV
maximum force = 1.72 eV/A

Each line ends with the Mulliken charge.
Element x y z (Å)
W: 0.2578 -0.9469 -0.1164  -0.122
C: 1.0003 2.8057 0.9373  -1.374
As: 0.0374 1.2720 1.6236  1.971
C: 0.7961 1.2406 3.4133  -1.549
C: -1.6828 2.1533 1.9802  -2.138
C: -2.8848 1.2241 2.2004  3.501
C: -2.4859 0.0748 3.1326  -2.478
C: -3.4191 0.6884 0.8681  -1.341
As: -2.2142 0.1065 -0.5729  0.691
C: -2.0275 1.8024 -1.5129  -1.194
C: -3.4600 -0.7320 -1.7880  -0.867
C: -4.0143 1.9923 2.9211  -2.324
As: -5.0500 3.5516 2.2460  0.270
C: -3.9005 4.4117 0.9025  -0.783
C: -6.2860 2.6700 0.9946  -1.013
H: 0.6433 3.0504 -0.0592  0.121
H: 2.0552 2.5537 0.8760  0.367
H: 0.8486 3.6482 1.6129  0.648
H: 0.6140 2.2163 3.8635  0.555
H: 1.8695 1.0728 3.3416  0.475
H: 0.3442 0.4591 4.0180  0.347
H: -1.8612 2.8391 1.1532  0.109
H: -1.5120 2.7667 2.8694  0.784
H: -1.7200 -0.5711 2.6967  0.355
H: -3.3455 -0.5589 3.3542  0.633
H: -2.1095 0.4746 4.0777  0.331
H: -3.9774 1.4796 0.3669  -0.455
H: -4.1183 -0.1298 1.0415  1.001
H: -3.0249 2.2353 -1.5912  0.538
H: -1.6381 1.6147 -2.5092  0.301
H: -1.3564 2.4912 -1.0075  0.113
H: -4.1386 0.0462 -2.1391  0.510
H: -4.0195 -1.5325 -1.3141  0.163
H: -2.9184 -1.1550 -2.6373  0.189
H: -3.6162 2.3333 3.8811  0.550
H: -4.8076 1.2802 3.1740  0.598
H: -3.0259 4.8542 1.3773  0.259
H: -4.4883 5.2179 0.4633  0.462
H: -3.5863 3.7402 0.1042  0.045
H: -6.7307 1.8009 1.4789  0.295
H: -5.8204 2.3583 0.0608  0.216
H: -7.0858 3.3722 0.7627  0.421
C: 3.6106 3.5705 -1.7671  -1.591
C: 4.3383 2.3763 -1.2218  0.802
C: 5.7517 2.3525 -1.2215  -0.967
C: 6.3913 1.2097 -0.8518  -1.121
C: 5.6455 0.0907 -0.4172  1.022
C: 6.2116 -1.1719 -0.1082  -0.009
Br: 8.0831 -1.4406 -0.2143  -0.237
C: 5.4117 -2.2139 0.2320  -0.668
C: 4.0202 -2.0304 0.3778  0.602
Br: 2.9990 -3.5605 0.7719  -0.029
C: 3.4180 -0.8076 0.2257  -0.621
O: 2.1633 -0.6032 0.6178  0.224
C: 4.2440 0.2471 -0.3159  -0.475
N: 3.6306 1.3647 -0.7804  0.418
H: 3.7478 4.4255 -1.1003  0.424
H: 2.5470 3.3632 -1.8577  0.031
H: 4.0002 3.8512 -2.7465  0.452
H: 6.3029 3.2203 -1.5588  0.504
H: 7.4691 1.1358 -0.9026  0.367
H: 5.8286 -3.1938 0.4142  0.475
Br: -3.2088 -2.6075 1.1709  0.182
C: -1.8244 -3.8811 1.4062  0.214
C: -2.2012 -5.1882 1.2889  -0.614
C: -1.3606 -6.1998 1.7867  -1.037
C: -0.2686 -5.8419 2.5193  -0.807
C: 0.1199 -4.4842 2.6372  0.423
C: 1.1648 -4.1212 3.5243  -0.878
C: 1.5475 -2.8227 3.6198  -1.355
C: 1.0494 -1.8924 2.6825  0.122
C: 0.0612 -2.1637 1.7553  1.341
C: -0.5602 -3.4695 1.9136  0.504
H: -3.1628 -5.4340 0.8569  0.462
H: -1.6367 -7.2365 1.6538  0.459
H: 0.3269 -6.5900 3.0286  0.419
H: 1.6259 -4.8929 4.1291  0.379
H: 2.3187 -2.5183 4.3160  0.420
H: 1.5890 -0.9639 2.6274  0.375
Se: -1.6446 -6.5556 -2.3645  -0.510
Sb: -2.8556 -4.6404 -2.9835  0.832
Se: -1.8026 -2.9362 -4.2943  -0.463
Se: -4.9737 -4.2094 -2.0249  -0.541
Se: -0.5291 -2.6923 -1.1963  0.090
Cl: 2.2397 1.3347 -7.9218  -0.215
C: 2.0171 1.0220 -6.2324  0.410
C: 0.7347 0.8715 -5.7305  -1.232
C: 0.5644 0.6394 -4.3758  -0.217
C: 1.6701 0.5543 -3.5365  -0.145
C: 2.9512 0.6664 -4.0593  -0.051
C: 3.1282 0.9132 -5.4098  -1.082
C: 1.3945 0.1679 -2.1276  0.849
O: 1.6881 -0.9993 -1.7386  -0.726
O: 0.4969 0.7514 -1.4186  -0.317
H: -0.1181 0.9202 -6.3928  0.456
H: -0.4321 0.4781 -3.9839  0.494
H: 3.8159 0.5541 -3.4182  0.543
H: 4.1199 1.0095 -5.8288  0.435

Forces on atoms 1 to 6 (eV/Å):
1.3 0.6 0.9
0.0 0.0 0.0
-0.1 0.0 0.1
0.0 0.0 0.0
0.0 0.0 0.0
0.0 0.0 0.0

=====

5.
Molecular formula: C5H10N
Method: DFT, ωB97M-V/def2-TZVPD

Output
relative energy (zero: lowest compared OMol25 entry of this formula, charge and spin) = 38.8 kcal per mole
energy = -250.943531 a.u.
orbital gap = 8.634 eV
SMILES = C=[NH+]/C=C/CC
total charge = +1
HOMO level = -14.38 eV
maximum force = 3.28 eV/A

Each line ends with the natural charge from an NBO analysis.
Element x y z (Å)
C: -0.8225 -3.0741 -0.5452  0.117
N: -0.7604 -1.8124 -0.8515  -0.401
C: -0.7564 -0.7628 0.1231  -0.101
C: -0.2026 0.3967 -0.2434  -0.053
C: -0.0295 1.6085 0.6340  -0.454
C: 1.3476 2.2663 0.4270  -0.595
H: -1.0794 -3.3424 0.4741  0.225
H: -0.7356 -3.7851 -1.3565  0.238
H: -0.0488 -1.6283 -1.5660  0.444
H: -1.0199 -1.1347 1.1054  0.231
H: 0.4155 0.3316 -1.1438  0.204
H: -0.3047 1.3978 1.6768  0.229
H: -0.8253 2.3134 0.3548  0.250
H: 1.3686 3.1855 1.0036  0.244
H: 2.1254 1.5286 0.5506  0.215
H: 1.3280 2.5115 -0.6429  0.208

Forces on atoms 1 to 6 (eV/Å):
-1.1 1.1 -0.4
2.7 -1.2 1.4
0.1 -0.2 -0.3
0.8 -0.4 1.2
-0.6 -0.2 0.0
-1.7 -0.4 -1.1